Record 1
63
Properties=species:S:1:pos:R:3 method="wB97M-V/def2-TZVPD" homo_energy_ev=-7.78 e_lumo_ev=0.09 orbital_gap_ev=7.88 e_above_lowest_kcal_mol=3.04
Pt -0.390 -1.286 0.108
S -4.527 -2.302 -1.106
C -4.668 -1.203 0.194
C -3.458 -0.806 0.682
C -2.347 -1.421 0.020
C -2.815 -2.225 -1.002
C -1.830 -2.740 -1.916
C -2.062 -3.368 -3.135
C -0.990 -3.698 -3.939
C 0.299 -3.396 -3.520
C 0.471 -2.765 -2.306
N -0.562 -2.464 -1.510
H -5.645 -0.896 0.531
H -3.381 -0.073 1.474
H -3.079 -3.569 -3.443
H -1.156 -4.178 -4.894
H 1.162 -3.624 -4.126
H 1.441 -2.489 -1.919
C 2.122 1.574 2.051
C 2.718 1.977 0.713
C 4.128 1.421 0.567
C 2.716 3.489 0.541
O 1.826 1.490 -0.318
P 2.012 0.111 -1.144
O 3.214 0.143 -1.997
O 1.761 -1.074 -0.198
O 0.676 0.116 -2.033
C 0.157 1.151 -2.901
C 1.268 1.990 -3.512
C -0.799 2.003 -2.075
C -0.601 0.385 -3.977
H 2.750 1.932 2.871
H 2.041 0.489 2.103
H 1.125 2.008 2.155
H 4.758 1.857 1.347
H 4.545 1.661 -0.408
H 4.141 0.337 0.684
H 3.331 3.964 1.308
H 1.700 3.878 0.618
H 3.117 3.753 -0.437
H 1.814 2.540 -2.748
H 0.822 2.709 -4.204
H 1.979 1.366 -4.051
H -0.255 2.564 -1.317
H -1.532 1.364 -1.580
H -1.329 2.704 -2.725
H 0.081 -0.264 -4.529
H -1.074 1.075 -4.678
H -1.378 -0.231 -3.520
O -0.201 -0.709 2.130
S -1.139 0.183 2.941
C -0.112 0.626 4.379
C -0.739 -0.016 5.614
C -1.339 -1.336 5.140
C -2.146 -0.981 3.900
H -0.002 1.707 4.424
H 0.852 0.182 4.129
H -1.525 0.628 6.016
H 0.009 -0.147 6.396
H -1.963 -1.809 5.897
H -0.547 -2.037 4.872
H -3.078 -0.466 4.144
H -2.368 -1.801 3.217



Record 2
70
Properties=species:S:1:pos:R:3 method="wB97M-V/def2-TZVPD" homo_energy_ev="-2.73 / -2.67" e_lumo_ev="3.77 / 3.76" spin_multiplicity=2 charge=-2 orbital_gap_ev="6.50 / 6.44" e_above_lowest_kcal_mol=29.07
Pt 1.366 -0.146 1.163
O -2.747 -0.975 2.113
C -1.527 -0.979 2.318
O -0.634 -1.297 1.490
C -1.052 -0.644 3.742
C -2.024 -0.719 4.708
C -1.744 -0.499 6.058
C -0.466 -0.176 6.462
C 0.524 -0.061 5.507
C 0.316 -0.313 4.099
O 1.306 -0.227 3.313
N 1.834 0.308 6.024
O 2.679 0.743 5.267
O 2.019 0.194 7.234
N -2.787 -0.600 7.042
O -3.907 -0.929 6.676
O -2.517 -0.351 8.213
H -3.026 -0.960 4.383
H -0.237 0.003 7.500
S 3.312 -4.552 1.362
C 2.626 -3.079 1.179
N 2.141 -2.036 0.984
C 0.754 2.952 3.139
C 1.243 2.784 1.723
O 1.900 3.663 1.153
N 0.871 1.685 1.026
Te 1.422 1.072 -1.315
C 1.714 -0.002 -3.188
C 1.030 0.358 -4.350
C -0.019 1.432 -4.373
C 1.321 -0.295 -5.546
C 2.280 -1.290 -5.620
C 2.573 -1.995 -6.915
C 2.965 -1.626 -4.460
C 2.699 -0.999 -3.251
C 3.468 -1.417 -2.030
C -0.679 0.737 -1.329
C -1.514 1.840 -1.155
C -1.033 3.259 -1.037
C -2.886 1.632 -1.032
C -3.435 0.362 -1.065
C -4.887 0.128 -0.767
C -2.584 -0.709 -1.280
C -1.209 -0.555 -1.401
C -0.379 -1.794 -1.514
H 1.156 3.875 3.552
H 1.068 2.099 3.735
H -0.337 2.992 3.145
H 0.284 2.306 -3.791
H -0.956 1.078 -3.940
H -0.208 1.752 -5.398
H 0.782 -0.010 -6.443
H 2.018 -1.547 -7.740
H 2.296 -3.050 -6.861
H 3.636 -1.950 -7.159
H 3.720 -2.403 -4.493
H 4.069 -2.302 -2.237
H 2.807 -1.641 -1.192
H 4.141 -0.626 -1.693
H -0.010 3.403 -1.381
H -1.052 3.575 0.007
H -1.690 3.923 -1.603
H -3.529 2.489 -0.859
H -5.478 1.031 -0.920
H -4.978 -0.175 0.278
H -5.301 -0.668 -1.387
H -2.989 -1.713 -1.274
H -1.030 -2.665 -1.573
H 0.246 -1.915 -0.628
H 0.266 -1.787 -2.393



Record 3
139
Properties=species:S:1:pos:R:3 method="wB97M-V/def2-TZVPD" homo_energy_ev=-1.77 e_lumo_ev=2.58 spin_multiplicity=2 charge=-2 orbital_gap_ev=4.35
O 2.799 2.989 0.070
V 2.610 1.494 -0.502
C -4.272 -1.099 0.415
C -3.068 -0.739 -0.529
C -3.295 -0.616 -2.106
C -2.082 -0.193 -2.915
N -2.294 -0.042 -4.424
C -2.410 -1.409 -5.211
C -1.494 -1.399 -6.448
C -0.378 -0.558 -5.892
C -1.089 0.626 -5.089
C -3.556 0.807 -4.765
H -4.373 -0.406 1.250
H -4.215 -2.105 0.833
H -5.166 -1.017 -0.203
H -2.417 -1.581 -0.293
H -2.512 0.167 -0.288
H -4.034 0.185 -2.133
H -3.885 -1.473 -2.430
H -1.218 -0.859 -2.921
H -1.820 0.820 -2.611
H -3.446 -1.669 -5.428
H -2.107 -2.201 -4.525
H -2.000 -0.782 -7.190
H -1.317 -2.392 -6.860
H 0.302 -0.088 -6.603
H 0.273 -1.305 -5.439
H -1.397 1.465 -5.713
H -0.439 1.017 -4.306
H -3.486 1.720 -4.174
H -4.370 0.152 -4.457
H -3.493 1.025 -5.831
C 4.792 -1.057 2.068
C 6.072 -1.548 1.851
C 6.957 -0.933 0.791
O 8.115 -1.416 0.455
C 6.563 0.093 -0.024
C 5.172 0.588 0.104
C 4.256 -0.041 1.259
O 3.070 0.314 1.229
O 4.735 1.443 -0.602
O 6.374 -2.431 2.722
H 4.179 -1.373 2.899
H 7.180 0.463 -0.830
C 2.868 1.818 -4.817
C 2.552 1.587 -3.442
C 2.575 0.084 -2.913
O 2.615 -0.212 -1.709
C 2.648 -0.928 -3.978
C 2.953 -0.607 -5.222
C 3.147 0.809 -5.677
O 3.446 1.163 -6.881
O 2.871 -1.643 -5.953
O 2.417 2.510 -2.552
H 2.809 2.853 -5.122
H 2.468 -1.911 -3.569
Cl 0.065 1.269 -0.274
Cl -1.423 7.176 -2.448
C -0.373 5.818 -2.178
C 1.056 6.120 -2.560
Cl 1.204 6.052 -4.318
H -0.808 4.836 -2.365
H -0.425 5.779 -1.090
H 1.707 5.312 -2.225
H 1.422 7.052 -2.131
C -4.663 2.975 1.719
O -3.474 3.769 1.678
P -2.512 3.759 2.953
O -3.242 3.759 4.283
O -1.461 4.947 2.808
C -0.452 4.863 1.790
O -1.625 2.380 2.629
C -2.165 1.087 2.976
H -4.482 1.978 1.316
H -5.438 3.407 1.086
H -5.154 2.848 2.684
H 0.157 3.960 1.747
H 0.336 5.546 2.107
H -0.809 5.043 0.776
H -3.120 1.071 3.501
H -1.451 0.861 3.768
H -2.097 0.349 2.176
C -2.166 -6.676 -1.741
O -1.936 -5.273 -1.771
P -0.460 -4.760 -2.268
O 0.714 -5.611 -1.904
O -0.504 -3.266 -1.602
C 0.724 -2.483 -1.406
O -0.727 -4.444 -3.847
C 0.317 -4.650 -4.788
H -3.129 -7.055 -1.399
H -1.414 -7.309 -1.270
H -2.049 -6.985 -2.780
H 0.677 -1.653 -2.111
H 1.627 -3.024 -1.686
H 0.684 -1.879 -0.500
H 0.039 -5.135 -5.724
H 1.139 -5.244 -4.388
H 0.625 -3.633 -5.029
C 3.607 1.367 5.121
O 3.717 2.736 5.226
P 3.027 3.919 4.389
O 3.004 3.788 2.887
O 1.534 4.159 5.126
C 0.538 3.155 4.995
O 3.824 5.167 4.964
C 3.314 6.467 4.777
H 2.797 1.245 4.402
H 3.323 0.800 6.008
H 4.478 0.780 4.829
H 0.423 2.471 5.835
H 0.576 2.685 4.012
H -0.370 3.745 5.114
H 4.141 7.051 5.182
H 2.437 6.720 5.372
H 3.219 6.695 3.715
C -4.193 -2.770 6.670
O -2.850 -2.932 6.193
C -2.455 -1.763 5.478
C -1.059 -1.995 4.731
O -1.143 -2.667 3.540
C 0.003 -2.667 2.695
C 0.078 -3.938 1.758
O 0.124 -5.158 2.501
C 0.194 -6.312 1.718
H -4.440 -1.729 6.875
H -4.304 -3.405 7.549
H -4.865 -3.105 5.879
H -2.339 -0.995 6.242
H -3.072 -1.298 4.710
H -0.213 -2.285 5.354
H -0.876 -0.923 4.655
H 0.920 -2.573 3.277
H -0.069 -1.766 2.086
H 0.956 -3.808 1.124
H -0.786 -3.900 1.095
H 0.977 -6.338 0.961
H -0.639 -6.525 1.048
H 0.340 -7.195 2.339



Record 4
54
Properties=species:S:1:pos:R:3 method="wB97M-V/def2-TZVPD" homo_energy_ev="-6.96 / -7.01" e_lumo_ev="-0.43 / 0.32" spin_multiplicity=7 orbital_gap_ev="6.53 / 7.33" e_above_lowest_kcal_mol=0.00
O 2.623 2.637 -2.327
C 3.699 2.025 -3.116
C 4.474 3.328 -3.314
H 3.293 1.618 -4.055
H 4.252 1.270 -2.536
C 3.272 3.932 -2.514
H 4.516 3.664 -4.355
H 5.425 3.364 -2.772
C 2.450 4.888 -3.373
H 2.220 4.443 -4.346
H 3.045 5.794 -3.536
H 1.524 5.158 -2.853
C 3.687 4.570 -1.193
H 4.303 3.882 -0.608
H 2.787 4.847 -0.631
H 4.268 5.474 -1.408
Eu -2.146 -2.131 1.406
C -1.867 -2.689 4.121
C -1.446 -3.894 3.488
C -0.206 -3.635 2.819
H -1.970 -4.853 3.522
C 0.142 -2.269 3.062
C -0.884 -1.683 3.866
H -0.909 -0.655 4.222
H -2.791 -2.557 4.688
H 0.374 -4.350 2.243
H 1.044 -1.768 2.703
C -4.772 -1.582 2.185
C -3.969 -0.533 2.733
C -3.475 0.262 1.650
H -3.748 -0.381 3.788
C -3.964 -0.307 0.430
C -4.775 -1.436 0.763
H -5.290 -2.092 0.055
H -5.302 -2.348 2.755
H -2.829 1.135 1.739
H -3.736 0.053 -0.577
O -0.593 -0.941 0.052
C -0.040 0.404 0.261
C 1.277 0.407 -0.487
H 0.048 0.551 1.349
H -0.762 1.130 -0.137
C 1.124 -0.672 -1.561
H 2.076 0.124 0.202
H 1.527 1.383 -0.883
C 0.199 -1.695 -0.932
H 2.063 -1.105 -1.890
H 0.641 -0.243 -2.441
H 0.755 -2.470 -0.386
H -0.508 -2.186 -1.616
Cl -1.398 -5.020 -0.114
C -2.885 -4.204 0.065
H -3.573 -4.781 0.698
H -3.265 -3.861 -0.905



Record 5
10
Properties=species:S:1:pos:R:3 method="wB97M-V/def2-TZVPD" homo_energy_ev=-17.42 e_lumo_ev=-3.59 charge=+1 orbital_gap_ev=13.84 e_above_lowest_kcal_mol=4.15
O -1.931 -0.193 -0.612
H -1.827 -0.590 -1.476
H -2.743 0.310 -0.534
O 2.003 0.279 -0.257
H 2.965 0.340 -0.192
H 1.739 0.854 -0.961
O -0.064 -0.240 1.031
H 0.859 -0.023 0.669
H -0.164 -0.449 1.968
H -0.838 -0.288 0.363



Record 6
104
Properties=species:S:1:pos:R:3 method="wB97M-V/def2-TZVPD" homo_energy_ev=-7.94 e_lumo_ev=-1.15 smiles="CC[C@H](C)c1cc([PH2]=N)cc2nc(B(C)O)cnc12.c1ccncc1.c1ccncc1.c1ccncc1.c1ccncc1.c1ccncc1.c1ccncc1" orbital_gap_ev=6.79
C -0.916 2.656 2.717
C -0.732 3.406 1.270
C 0.748 3.241 0.585
C 0.680 4.004 -0.896
C 1.305 1.700 0.497
C 2.779 1.406 1.199
C 3.441 -0.092 1.121
P 5.169 -0.387 1.922
N 5.257 -1.836 2.656
C 2.554 -1.255 0.343
C 1.065 -0.967 -0.349
N 0.366 -2.136 -0.982
C -0.984 -1.763 -1.526
B -1.925 -2.942 -2.222
C -1.989 -3.294 -3.827
O -2.806 -3.697 -1.262
C -1.573 -0.247 -1.469
N -0.905 0.951 -0.853
C 0.417 0.523 -0.281
H -1.064 1.485 2.551
H 0.008 2.919 3.385
H -1.915 3.010 3.264
H -0.874 4.572 1.482
H -1.626 3.052 0.576
H 1.506 3.865 1.224
H 0.832 5.169 -0.735
H 1.576 3.544 -1.519
H -0.354 3.868 -1.434
H 3.368 2.252 1.758
H 5.502 0.602 2.947
H 6.143 -0.204 0.859
H 5.494 -1.726 3.684
H 3.022 -2.337 0.317
H -1.544 -2.388 -4.421
H -3.147 -3.380 -4.103
H -1.526 -4.340 -4.120
H -3.383 -2.950 -0.874
H -2.657 -0.074 -1.936
C 1.253 -1.798 -8.570
C 1.844 -2.209 -7.379
C 1.074 -2.928 -6.479
N -0.221 -3.251 -6.688
C -0.768 -2.838 -7.851
C -0.079 -2.118 -8.814
H 1.825 -1.234 -9.300
H 2.879 -1.975 -7.158
H 1.491 -3.273 -5.537
H -1.810 -3.108 -7.994
H -0.568 -1.813 -9.732
C 8.639 2.292 -2.907
C 9.230 1.882 -1.717
C 8.461 1.163 -0.816
N 7.166 0.840 -1.025
C 6.619 1.253 -2.189
C 7.308 1.973 -3.152
H 9.211 2.857 -3.638
H 10.265 2.116 -1.496
H 8.878 0.818 0.125
H 5.576 0.982 -2.332
H 6.818 2.277 -4.070
C -6.602 1.984 -0.315
C -5.965 1.448 -1.429
C -5.208 0.299 -1.262
N -5.049 -0.330 -0.078
C -5.677 0.215 0.987
C -6.458 1.357 0.919
H -7.205 2.882 -0.407
H -6.056 1.913 -2.404
H -4.694 -0.159 -2.102
H -5.532 -0.309 1.927
H -6.942 1.750 1.806
C -0.543 -1.303 5.480
C 0.651 -1.500 4.795
C 1.775 -0.812 5.224
N 1.778 0.044 6.269
C 0.604 0.217 6.914
C -0.571 -0.428 6.562
H -1.444 -1.825 5.174
H 0.706 -2.174 3.948
H 2.731 -0.935 4.724
H 0.632 0.912 7.748
H -1.486 -0.253 7.117
C -2.216 3.169 -5.882
C -1.625 2.758 -4.692
C -2.394 2.039 -3.792
N -3.689 1.716 -4.000
C -4.236 2.129 -5.164
C -3.547 2.849 -6.127
H -1.644 3.733 -6.613
H -0.589 2.992 -4.471
H -1.977 1.694 -2.850
H -5.278 1.859 -5.307
H -4.037 3.154 -7.045
C -2.217 -4.369 10.097
C -3.412 -4.054 9.459
C -3.386 -3.107 8.448
N -2.266 -2.468 8.046
C -1.121 -2.793 8.685
C -1.046 -3.728 9.704
H -2.198 -5.107 10.893
H -4.342 -4.535 9.742
H -4.292 -2.830 7.917
H -0.235 -2.263 8.345
H -0.098 -3.952 10.181



Record 7
39
Properties=species:S:1:pos:R:3 method="wB97M-V/def2-TZVPD" homo_energy_ev=-9.28 e_lumo_ev=-0.46 smiles="N#Cc1cc(F)ccc1/C=C/c1ccc(S(=O)(=O)c2ccccc2F)cn1" orbital_gap_ev=8.82
N 2.409 5.037 -1.171
C 3.066 4.138 -1.522
C 3.788 2.970 -2.009
C 4.725 3.081 -3.048
C 5.342 1.978 -3.598
F 6.371 2.302 -4.435
C 5.138 0.736 -3.018
C 4.069 0.611 -2.079
C 3.339 1.687 -1.622
C 2.160 1.479 -0.750
C 1.133 0.587 -1.098
C 0.111 0.112 -0.174
C -0.476 0.918 0.722
C -1.422 0.417 1.520
C -1.767 -0.884 1.307
S -3.291 -1.603 2.010
O -4.355 -0.551 2.260
O -3.768 -2.541 0.983
C -2.789 -2.290 3.601
C -3.129 -3.572 3.875
C -2.679 -4.186 5.031
C -1.978 -3.514 5.974
C -1.619 -2.139 5.695
C -2.061 -1.551 4.492
F -1.603 -0.219 4.265
C -1.145 -1.774 0.341
N -0.168 -1.169 -0.372
H 5.046 4.068 -3.417
H 5.715 -0.072 -3.358
H 3.904 -0.388 -1.669
H 2.320 1.925 0.260
H 0.975 0.047 -2.028
H -0.387 1.978 0.647
H -1.893 1.170 2.215
H -3.840 -4.083 3.193
H -2.815 -5.320 5.175
H -1.654 -4.067 6.798
H -1.109 -1.534 6.403
H -1.455 -2.722 0.164



Record 8
15
Properties=species:S:1:pos:R:3 method="wB97M-V/def2-TZVPD" homo_energy_ev=-7.87 e_lumo_ev=0.89 smiles="C1=Cc2[nH]ncc2CO1" orbital_gap_ev=8.76 e_above_lowest_kcal_mol=29.75
C -1.898 -0.813 -0.086
C -0.732 -1.527 0.060
C 0.468 -0.741 -0.048
N 1.770 -1.048 0.029
N 2.601 0.029 -0.020
C 1.760 1.075 -0.079
C 0.441 0.664 -0.102
C -0.919 1.420 0.074
O -2.089 0.540 -0.024
H -2.876 -1.311 -0.120
H -0.807 -2.557 -0.054
H 2.101 -1.946 0.105
H 2.229 2.069 -0.005
H -0.961 2.019 1.024
H -1.088 2.128 -0.754